[1]
A 5-piece molecular cluster, C22H45O4S overall. Source: the Open Molecules 2025 dataset; level of theory: ωB97M-V/def2-TZVPD.

## Properties
Largest force on an atom = 0.8 eV/A
Spin multiplicity = 1
HOMO-LUMO gap = 4.43 eV
HOMO level = -1.805 eV
E_tot = -1564.27634 Eh
Charge = -1

Each line ends with the Mulliken charge.
Cartesian coordinates (Å):
C 4.8981 1.9291 -1.3796  -1.3557
C 3.3918 1.6144 -1.5920  -0.0941
C 2.6727 1.3417 -0.2742  -0.6277
C 1.1526 1.4991 -0.3398  0.5097
C 0.7694 2.9212 -0.7856  -1.2956
C 0.5464 0.3686 -1.1841  -1.0999
S -1.2680 0.3953 -1.1068  -0.1718
H 5.5305 1.1756 -1.8456  0.3382
H 5.1352 1.9510 -0.3195  0.3511
H 5.1726 2.8896 -1.8170  0.3439
H 2.9204 2.4248 -2.1428  0.2853
H 3.3495 0.7170 -2.2024  0.2709
H 3.0626 1.9994 0.5082  0.5399
H 2.8692 0.3007 -0.0136  -0.1805
H 0.7724 1.3650 0.6760  0.4039
H 1.5029 3.6844 -0.5126  0.0091
H -0.1586 3.2039 -0.2901  0.4210
H 0.5695 2.9744 -1.8553  0.3169
H 0.8074 0.5438 -2.2352  0.1970
H -1.7273 1.5380 -1.7118  -0.0383
C 2.0560 8.7593 -0.3853  -0.5561
C 3.3351 7.9300 -0.3155  -0.5646
C 2.8037 6.5871 0.1692  -0.2872
O 1.4804 6.4705 -0.3496  -0.3516
C 1.0493 7.7240 -0.8712  -0.4534
H 2.1259 9.6229 -1.0463  0.3327
H 1.7828 9.1134 0.6117  0.2610
H 3.7695 7.8260 -1.3125  0.2763
H 4.0950 8.3463 0.3452  0.3402
H 2.7565 6.5490 1.2634  0.2500
H 3.3963 5.7407 -0.1792  0.1869
H 1.0391 7.6644 -1.9656  0.2724
H 0.0330 7.9216 -0.5276  0.2592
C -4.8920 -1.3439 -0.1923  0.1044
C -6.3286 -0.9651 0.1550  -0.5888
C -6.3134 -1.0631 1.6746  -0.4292
O -4.9935 -0.7229 2.0898  -0.4385
C -4.1163 -0.6969 0.9437  -0.4486
H -4.5640 -0.9924 -1.1690  0.3404
H -4.7741 -2.4270 -0.1491  -0.1847
H -6.5346 0.0628 -0.1557  0.3146
H -7.0771 -1.6160 -0.2986  0.3266
H -6.5345 -2.0862 2.0036  0.2031
H -7.0236 -0.3839 2.1533  0.2895
H -3.8605 0.3400 0.7157  0.2776
H -3.1949 -1.2249 1.1826  0.2641
C 4.1453 -4.5404 -0.4288  -0.5086
C 4.7503 -3.9400 0.8369  -0.5528
C 4.8683 -2.4703 0.4512  -0.4680
O 3.8021 -2.2077 -0.4521  -0.2872
C 3.2006 -3.4289 -0.8723  -0.5222
H 3.6330 -5.4883 -0.2648  0.3235
H 4.9249 -4.6986 -1.1788  0.2622
H 4.0565 -4.0544 1.6729  0.2822
H 5.7056 -4.3807 1.1236  0.3277
H 5.8202 -2.2669 -0.0557  0.3008
H 4.7832 -1.7977 1.3063  0.2530
H 2.2207 -3.5165 -0.3931  0.3037
H 3.0508 -3.3972 -1.9514  0.2246
C -4.2757 -6.8030 0.8053  -0.5696
C -3.8273 -6.1772 2.1231  -0.5567
C -3.8687 -4.6921 1.7893  -0.3974
O -4.9147 -4.5315 0.8250  -0.3419
C -5.3249 -5.8053 0.3328  -0.5019
H -4.6714 -7.8130 0.9086  0.3361
H -3.4409 -6.8329 0.1018  0.2761
H -4.5472 -6.4083 2.9124  0.2661
H -2.8428 -6.5054 2.4531  0.3400
H -2.9282 -4.3552 1.3428  0.2863
H -4.0843 -4.0630 2.6529  0.2516
H -6.3128 -6.0411 0.7463  0.2798
H -5.4076 -5.7568 -0.7539  0.2726

Forces on the atoms, in the same order (eV/Å):
C -0.4 0.0 -0.3
C 0.8 -0.1 0.2
C -0.3 -0.2 -0.2
C -0.1 -0.3 -0.4
C -0.3 0.0 0.4
C -0.7 0.4 0.1
S 0.5 -0.3 -0.1
H 0.1 -0.1 0.0
H 0.1 0.1 0.2
H 0.1 0.1 0.1
H -0.1 0.1 0.0
H -0.4 0.0 -0.2
H 0.2 0.1 0.1
H 0.1 0.0 0.3
H 0.0 0.0 0.2
H 0.1 0.0 0.0
H -0.2 0.1 -0.1
H 0.2 0.0 -0.2
H 0.1 -0.1 -0.1
H 0.0 0.1 0.1
C 0.0 0.0 0.1
C 0.0 0.0 -0.1
C 0.0 0.0 0.0
O 0.0 0.1 0.0
C 0.0 -0.1 -0.1
H 0.0 0.0 0.0
H 0.0 0.0 0.0
H 0.0 0.0 0.0
H 0.0 0.0 0.0
H 0.1 0.0 0.0
H 0.0 0.0 0.0
H 0.0 0.1 0.0
H 0.0 0.0 0.0
C 0.0 -0.1 0.0
C 0.0 0.1 0.0
C 0.1 -0.1 0.1
O -0.1 -0.1 0.0
C 0.0 0.1 0.0
H 0.0 0.0 0.0
H 0.0 0.0 -0.1
H 0.0 0.0 0.0
H 0.0 0.0 0.0
H -0.1 0.0 0.0
H 0.0 0.0 0.0
H 0.1 0.0 0.0
H 0.0 0.0 0.1
C 0.1 0.0 -0.1
C 0.0 0.0 0.1
C 0.0 0.0 -0.1
O 0.2 0.0 0.0
C -0.1 0.0 0.1
H 0.0 0.0 0.0
H 0.0 0.0 0.0
H 0.0 0.0 0.0
H 0.0 0.0 0.0
H 0.0 0.0 0.1
H 0.0 0.0 0.0
H 0.0 0.0 0.0
H 0.0 0.0 0.0
C 0.1 0.0 0.0
C -0.1 0.0 0.1
C 0.1 0.1 -0.1
O -0.1 -0.1 0.0
C 0.0 0.1 0.1
H 0.0 0.0 0.0
H 0.0 0.0 0.0
H 0.0 0.0 0.0
H 0.0 0.0 0.0
H 0.0 0.0 0.0
H 0.0 0.0 0.0
H 0.0 -0.1 0.0
H 0.0 0.0 0.0

=====

[2]
C27H58MgO3P2SSi as an isolated structure. Source: the Open Molecules 2025 dataset; level of theory: ωB97M-V/def2-TZVPD.

## Properties
Largest force on an atom = 2.0 eV/A
Spin multiplicity = 1
HOMO-LUMO gap = 7.83 eV
HOMO level = -7.672 eV
E_tot = -2859.91570 Eh
Charge = 0

Each line ends with the Mulliken charge.
Cartesian coordinates (Å):
P 0.1323 -1.3382 -6.3656  0.9493
P 0.0823 1.7308 -6.2711  0.8821
C -0.2218 -0.4626 -8.0005  -1.1685
C 0.3109 0.9595 -7.9785  -1.1743
H -1.3103 -0.4745 -8.1426  0.4459
H 0.2287 -1.0499 -8.8132  0.4987
H 1.3855 0.9816 -8.2027  0.4533
H -0.1996 1.5926 -8.7183  0.4907
C -1.5278 2.5379 -6.6836  -1.4799
H -1.7653 3.2676 -5.9017  0.3771
H -2.3262 1.7879 -6.7174  0.3411
H -1.4615 3.0478 -7.6543  0.4486
C 1.1689 3.1806 -6.6026  -1.4256
H 0.8917 3.6770 -7.5434  0.3945
H 2.2101 2.8408 -6.6573  0.3737
H 1.0704 3.8843 -5.7670  0.3882
C -0.9698 -2.7722 -6.7112  -1.3994
H -0.8052 -3.5288 -5.9347  0.4006
H -0.7614 -3.2010 -7.7014  0.3814
H -2.0131 -2.4387 -6.6648  0.3608
C 1.7085 -2.1059 -6.9468  -1.4635
H 2.5012 -1.3504 -6.9869  0.3408
H 1.5725 -2.5493 -7.9425  0.4276
H 2.0029 -2.8856 -6.2359  0.3809
Mg 0.3955 0.0580 0.4046  0.8372
C 0.6423 1.6408 -1.7426  -0.8183
C -0.7008 1.5540 -1.7691  -0.3182
C -1.4898 0.7782 -2.7772  0.3431
C -1.8627 -0.6685 -2.3855  -0.9510
C -0.7968 -1.5151 -1.7674  -0.0819
C 0.5286 -1.4240 -1.9770  -0.9821
C 1.1790 -0.5714 -3.0182  1.1352
C 1.6148 0.8434 -2.5646  -0.7556
C 0.0817 -1.8023 1.3343  -0.8610
H 1.1133 2.4504 -1.1705  0.6386
H -1.3024 2.2057 -1.1203  0.4357
H -1.0006 0.7926 -3.7655  -0.8247
H -2.4489 1.3010 -2.9187  0.6255
H -2.6966 -0.6364 -1.6645  0.4031
H -2.2544 -1.1624 -3.2877  0.3523
H -1.1716 -2.3147 -1.1298  0.5240
H 1.2160 -2.0845 -1.4315  0.3227
H 0.5535 -0.5079 -3.9248  -1.3728
H 2.1013 -1.0850 -3.3322  0.7359
H 2.5393 0.7448 -1.9672  0.3650
H 1.8907 1.4108 -3.4711  0.3031
H 0.6524 -1.8843 2.2527  -0.4462
H 0.3296 -2.6509 0.6933  0.5638
H -0.9779 -1.8970 1.6012  0.1535
C 3.7625 0.0112 5.3052  -1.7633
C 2.6421 -0.8626 4.7648  2.0019
C 3.1006 -1.5364 3.4835  -1.5355
C 2.2426 -1.8986 5.8053  -1.6816
O 1.4627 -0.0542 4.5388  0.5743
Si 0.5104 0.9799 3.7142  0.1583
S 1.2703 1.7262 1.9909  -0.9577
O -0.9329 0.1567 3.5051  -0.0224
C -1.7950 -0.3045 4.5871  2.1275
C -2.0880 -1.7869 4.3827  -1.7628
C -1.1469 -0.1316 5.9531  -1.4379
C -3.0783 0.5099 4.5282  -1.6424
O 0.1870 2.1658 4.8323  -0.8134
C -0.1342 3.5627 4.7255  1.7129
C -1.0394 3.8453 3.5322  -1.3770
C -0.8500 3.9167 6.0254  -1.5859
C 1.1722 4.3467 4.5978  -1.5912
H 4.6234 -0.6094 5.5911  0.4449
H 3.4323 0.5560 6.1978  0.3543
H 4.1043 0.7260 4.5505  0.3474
H 4.0249 -2.0938 3.6952  0.5000
H 2.3609 -2.2577 3.1238  0.3809
H 3.3128 -0.8066 2.6957  0.2463
H 1.9408 -1.4079 6.7366  0.3405
H 1.4110 -2.5200 5.4490  0.2786
H 3.0836 -2.5644 6.0310  0.4367
H -2.5672 -1.9648 3.4091  0.3089
H -1.1693 -2.3811 4.4447  0.2443
H -2.7702 -2.1587 5.1615  0.4461
H -0.9835 0.9263 6.1986  0.1071
H -1.8364 -0.5391 6.7153  0.5488
H -0.1981 -0.6788 6.0284  0.1933
H -2.8702 1.5721 4.7301  0.1360
H -3.5475 0.4169 3.5373  0.2788
H -3.7934 0.1589 5.2837  0.4070
H -1.9651 3.2505 3.5889  0.2205
H -1.3095 4.9118 3.5524  0.5170
H -0.5179 3.6258 2.5849  0.2320
H -0.2062 3.6868 6.8868  0.3042
H -1.1212 4.9816 6.0588  0.4415
H -1.7753 3.3289 6.1205  0.2869
H 1.8113 4.1438 5.4693  0.3308
H 1.7054 4.0555 3.6857  0.2575
H 0.9750 5.4302 4.5569  0.4552

Forces on the atoms, in the same order (eV/Å):
P -0.3 -0.6 -1.4
P 0.1 0.7 -1.2
C -0.1 -0.2 0.4
C 0.1 0.2 0.4
H 0.1 0.1 0.0
H -0.2 0.1 0.1
H -0.2 -0.1 0.0
H 0.3 -0.1 0.1
C -0.1 0.0 0.3
H -0.1 -0.1 -0.1
H 0.1 0.2 0.0
H -0.1 -0.1 0.3
C 0.0 0.2 0.2
H 0.1 -0.1 0.2
H -0.2 0.1 0.0
H 0.1 0.0 -0.2
C 0.0 -0.2 0.2
H -0.1 0.0 -0.2
H -0.1 0.0 0.2
H 0.2 -0.1 0.0
C 0.1 -0.1 0.3
H -0.1 -0.2 0.0
H 0.1 0.1 0.3
H 0.1 0.1 -0.1
Mg 0.0 0.0 0.9
C -0.2 0.5 0.0
C 0.2 0.4 0.1
C -0.5 -0.3 -0.5
C -0.4 0.1 0.0
C 0.7 -0.3 -0.2
C -0.3 -0.3 0.1
C 0.2 0.4 -0.6
C 0.3 -0.3 -0.1
C -0.2 0.0 -0.4
H -0.3 -0.4 0.2
H 0.5 -0.1 -0.1
H 0.0 0.0 0.5
H 0.3 -0.1 0.0
H 0.2 0.0 -0.2
H 0.0 0.0 0.2
H 0.2 0.3 0.2
H -0.5 0.1 -0.1
H 0.3 0.0 0.5
H -0.3 0.1 0.0
H -0.2 0.1 -0.2
H 0.0 -0.1 0.3
H -0.1 0.0 0.1
H 0.1 -0.2 0.0
H 0.1 0.0 0.0
C 0.2 0.2 0.2
C -0.6 0.6 -0.2
C 0.2 -0.4 -0.1
C 0.0 -0.3 0.2
O 0.7 -0.4 0.0
Si -0.9 -0.8 1.6
S 0.4 0.2 -1.7
O 0.0 0.2 0.2
C 0.4 0.1 -0.1
C -0.2 -0.2 -0.3
C -0.3 -0.1 0.9
C -0.3 0.2 -0.1
O 0.3 0.4 -0.4
C 0.2 -0.3 0.0
C -0.1 0.2 -0.2
C -0.1 0.0 0.2
C 0.1 0.2 0.1
H -0.2 0.1 -0.1
H 0.0 0.0 -0.2
H -0.1 0.0 0.1
H -0.2 0.1 -0.1
H 0.1 0.2 0.0
H -0.1 0.0 0.1
H 0.0 0.0 -0.1
H 0.1 0.2 0.0
H -0.1 0.1 -0.1
H 0.2 0.0 0.2
H -0.1 0.2 -0.1
H 0.1 0.2 -0.1
H 0.0 -0.5 -0.1
H 0.2 0.1 -0.3
H -0.4 0.3 -0.1
H 0.0 -0.3 -0.1
H 0.1 0.1 0.2
H 0.1 0.0 -0.1
H 0.3 0.2 0.0
H 0.0 -0.3 -0.1
H -0.3 0.1 0.4
H -0.2 0.1 -0.2
H 0.1 -0.2 0.0
H 0.2 0.1 0.0
H -0.1 0.0 -0.2
H -0.1 0.0 0.2
H 0.0 -0.3 0.0

=====

[3]
A single C2H5IN2OS molecule. Source: the Open Molecules 2025 dataset; level of theory: ωB97M-V/def2-TZVPD.

## Properties
Largest force on an atom = 3.9 eV/A
Spin multiplicity = 1
HOMO-LUMO gap = 9.49 eV
HOMO level = -9.006 eV
E_tot = -959.77246 Eh
Charge = 0
Energy relative to the best compared isomer or geometry (same formula, charge and spin) = 82.0 kJ/mol

Each line ends with the natural charge from an NBO analysis.
Cartesian coordinates (Å):
C 0.9558 -0.6245 0.2539  -0.3015
C -0.4957 -0.7349 0.5721  -0.1291
N 1.0013 0.3017 -0.8357  -0.8290
N -0.9237 0.8081 0.7401  -0.8977
O -0.7853 1.9225 -1.6204  -0.9310
S -0.0107 1.7274 -0.4600  1.5581
I -1.6254 -1.7465 -1.0134  0.0564
H 1.3949 -0.3739 1.1646  0.1933
H 1.4069 -1.5906 0.0168  0.2263
H -0.8618 -1.0811 1.5461  0.2331
H 1.8778 0.5023 -1.2909  0.4040
H -1.9342 0.8895 0.9269  0.4171

Forces on the atoms, in the same order (eV/Å):
C -0.5 -1.7 -0.8
C -2.6 2.8 0.6
N -1.2 1.1 0.8
N 2.2 -2.9 -0.9
O -1.6 0.8 -2.5
S 0.9 -1.4 2.2
I 0.2 0.2 0.5
H 1.2 1.2 1.6
H -0.2 0.0 -0.4
H 0.7 -0.7 -0.5
H 0.2 0.3 0.3
H 0.8 0.5 -0.8